No. 1
This record from the OMol25 dataset describes a structure of composition C12H8NO2S2Te4W. The level of theory is ωB97M-V with the def2-TZVPD basis set.

Summary:
- total charge = -1
- energy relative to the best compared isomer or geometry (same formula, charge and spin) (kJ/mol) = 12.5
- DFT total energy (hartree) = -2603.0014

CARTESIAN COORDINATES (ANGSTROEM)
W 0.9885 0.9281 0.5925
O -0.0496 1.9550 2.2919
C -0.7553 0.9799 1.8097
O -1.3143 1.0970 0.6745
C -0.5929 -0.3735 2.4705
C -1.3243 -1.0723 3.4045
C -0.8402 -2.3200 3.7768
C 0.3327 -2.8098 3.2215
C 1.0174 -2.0426 2.2934
N 0.5432 -0.8497 1.9418
H -2.2352 -0.6602 3.8146
H -1.3823 -2.9147 4.5015
H 0.7217 -3.7789 3.5004
H 1.9396 -2.3631 1.8166
Te 2.7786 2.3051 1.9944
Te 5.1237 1.6557 0.8071
Te 4.1614 -2.3901 0.1397
Te 3.3676 0.0274 -0.6397
S 0.8487 2.5304 -1.2772
C -0.2727 1.7114 -2.3447
C -0.9916 2.4364 -3.2979
C -1.8181 1.7987 -4.2070
C -1.9453 0.4135 -4.1826
C -1.2399 -0.3196 -3.2427
C -0.4066 0.3155 -2.3263
S 0.5270 -0.6676 -1.1894
H -0.8923 3.5146 -3.3120
H -2.3675 2.3839 -4.9344
H -2.5925 -0.0918 -4.8884
H -1.3292 -1.3986 -3.2090

Cartesian forces, eV/Å:
0.1 0.4 -0.1
0.2 -0.2 -0.1
-0.4 -0.2 0.1
0.0 0.0 0.0
0.2 0.0 -0.2
0.0 0.1 0.0
0.0 0.0 0.0
0.0 0.0 0.0
-0.1 0.0 0.0
0.1 0.2 -0.1
0.0 0.0 0.0
0.0 0.0 0.0
0.0 0.0 0.0
0.0 0.0 0.0
0.0 0.1 0.1
0.0 0.0 -0.1
0.0 -0.1 0.0
0.1 0.2 0.1
0.2 -0.2 0.1
0.0 0.0 0.0
0.0 0.0 0.0
0.0 0.0 0.0
0.0 0.0 0.0
0.0 0.0 0.0
0.0 0.1 0.1
-0.2 -0.1 -0.1
0.0 0.0 0.0
0.0 0.0 0.0
0.0 0.0 0.0
0.0 0.0 0.0

---

No. 2
This record from the OMol25 dataset describes the ion C5H11N2S with charge +1. The level of theory is ωB97M-V with the def2-TZVPD basis set.

Summary:
- SMILES string = C=CNC/C(C)=[NH+]\S
- total charge = +1
- energy relative to the best compared isomer or geometry (same formula, charge and spin) (kJ/mol) = 329.8
- DFT total energy (hartree) = -704.4650

CARTESIAN COORDINATES (ANGSTROEM)
C 2.9092 -0.5452 -0.5803
C 2.3600 0.1539 0.3844
N 0.9250 0.1013 0.7983
C 0.0800 -0.6937 -0.0638
C -1.2911 -0.1014 -0.0232
C -2.4991 -0.9440 0.0479
N -1.2523 1.2003 0.1082
S 0.0027 2.1758 -0.2608
H 3.9573 -0.2044 -0.7087
H 2.3579 -1.2167 -1.1982
H 2.7078 0.9398 0.9441
H 0.7024 0.1130 1.7664
H 0.5380 -0.3222 -1.0093
H 0.0599 -1.8269 -0.0067
H -2.4894 -1.4063 -0.9309
H -3.4508 -0.4479 0.2225
H -2.5823 -1.7036 0.8770
H -2.2491 1.5351 0.3410
H -0.7861 3.1932 -0.7078

Cartesian forces, eV/Å:
1.4 1.6 0.5
-4.2 -1.1 0.9
1.6 -1.2 -1.6
0.3 -0.2 -0.8
1.5 0.4 1.8
-0.8 -0.2 1.1
-6.0 -2.0 0.3
1.9 2.4 -0.3
-0.7 -0.9 -0.6
0.3 -0.6 -0.3
2.0 1.4 1.1
0.3 -0.2 0.9
-0.7 -1.0 -0.4
0.2 1.3 0.1
-0.4 -0.6 -0.2
0.1 0.7 -0.6
1.1 0.4 -1.0
2.2 0.3 -0.6
-0.1 -0.4 0.0

---

No. 3
This record from the OMol25 dataset describes a cluster of 3 separate species, C20H21ClNO13P in total. The level of theory is ωB97M-V with the def2-TZVPD basis set.

Summary:
- SMILES string = N=[PH2][C@]1(CCCCOC=O)OC(=O)O[C@@H]1Cl.O=C1C=C(O)C(=O)C=C1O.O=C1C=C(O)C(=O)C=C1O
- total charge = 0
- energy relative to the best compared isomer or geometry (same formula, charge and spin) (kJ/mol) = 0.0
- DFT total energy (hartree) = -2609.1051

CARTESIAN COORDINATES (ANGSTROEM)
N -4.3231 -0.2505 1.1000
P -3.9874 1.0347 0.2958
C -2.8611 2.2557 1.2147
C -1.6629 2.6091 0.3430
C -0.5205 1.5910 0.4113
C 0.2893 1.6107 1.7232
C 1.6950 2.1486 1.5176
O 1.6553 3.5152 1.0819
C 1.5134 4.4415 2.0322
O 1.2687 5.5759 1.7978
O -2.5297 1.6944 2.4920
C -3.6417 1.8589 3.2798
O -3.9387 1.1908 4.2111
O -4.3366 2.9559 2.8302
C -3.6074 3.4911 1.7211
Cl -4.6199 4.3501 0.5886
H -4.0314 -1.1170 0.6684
H -3.3201 0.8883 -0.9332
H -5.0859 1.8533 -0.0003
H -2.0285 2.6531 -0.6879
H -1.2859 3.6146 0.5635
H 0.1601 1.8240 -0.4134
H -0.9109 0.5859 0.2178
H 0.3782 0.6075 2.1503
H -0.2136 2.2231 2.4748
H 2.1978 1.5936 0.7270
H 2.2986 2.0467 2.4250
H 1.6166 4.0406 3.0578
H -2.8822 4.1972 2.1350
O 4.0194 -0.0557 1.0525
C 4.5069 -0.7160 0.1475
C 5.8239 -0.5368 -0.4070
C 6.1986 -1.3285 -1.4247
O 7.3759 -1.2634 -2.0171
C 5.2845 -2.3911 -2.0101
O 5.7327 -3.0303 -2.9425
C 3.9637 -2.5756 -1.4407
C 3.6046 -1.7891 -0.4209
O 2.4305 -1.8300 0.2031
H 6.4644 0.2269 0.0106
H 7.3664 -1.9453 -2.7197
H 3.3145 -3.3299 -1.8616
H 2.4914 -1.1429 0.9004
O -4.4756 -2.9983 -1.6633
C -3.2586 -3.0493 -1.6828
C -2.4091 -3.0181 -0.5152
C -1.0772 -3.0601 -0.6806
O -0.2168 -3.0288 0.3191
C -0.4351 -3.1441 -2.0531
O 0.7829 -3.1716 -2.0847
C -1.2854 -3.1910 -3.2204
C -2.6156 -3.1482 -3.0527
O -3.4904 -3.1845 -4.0423
H -2.8742 -2.9590 0.4594
H 0.6864 -3.0255 -0.0617
H -0.8202 -3.2621 -4.1933
H -4.3742 -3.1358 -3.6232

Cartesian forces, eV/Å:
0.1 0.2 -0.2
-0.1 -0.6 0.4
-0.1 0.6 -0.4
0.2 -0.1 0.1
0.1 0.0 -0.1
0.1 0.1 0.0
-0.1 -0.3 0.1
0.1 -0.1 -0.3
-0.1 -0.7 0.5
-0.1 0.8 -0.2
-0.3 -0.4 -0.2
-0.1 -0.2 0.4
0.3 0.6 -0.4
-0.1 -0.3 -0.2
0.4 -0.3 0.7
-0.1 0.0 0.0
-0.1 0.0 0.2
0.0 0.2 -0.1
0.1 0.0 -0.1
0.0 0.1 0.0
0.0 -0.1 0.2
-0.1 -0.1 0.0
0.0 0.0 0.1
-0.1 0.0 0.0
0.0 -0.1 0.0
0.1 0.2 0.0
0.0 0.1 0.0
0.1 0.0 0.0
-0.1 0.1 -0.3
0.2 0.1 0.1
0.0 0.0 -0.1
0.0 0.1 0.1
0.0 0.0 0.0
0.0 0.0 0.0
-0.1 0.0 0.0
0.0 0.0 0.0
0.0 -0.1 -0.1
0.0 0.1 0.0
0.0 -0.2 -0.1
0.0 0.0 0.0
0.0 0.0 0.0
0.0 0.0 0.0
0.0 0.0 0.0
0.0 0.0 0.0
0.0 0.0 0.1
-0.1 0.0 0.0
0.0 0.0 0.0
0.0 0.0 0.0
0.0 0.0 -0.1
0.0 0.0 0.0
0.1 0.0 0.0
0.0 0.0 0.0
0.0 0.0 -0.1
0.1 -0.1 0.0
0.0 0.1 0.0
0.0 0.0 0.0
0.0 0.0 0.0

---

No. 4
This record from the OMol25 dataset describes a structure of composition C4F12N2O8RbS4. The level of theory is ωB97M-V with the def2-TZVPD basis set.

Summary:
- total charge = -1
- energy relative to the best compared isomer or geometry (same formula, charge and spin) (kJ/mol) = 751.2
- DFT total energy (hartree) = -3678.8950

CARTESIAN COORDINATES (ANGSTROEM)
Rb -0.2579 -0.4749 -0.3759
C 2.5720 2.0947 0.7129
F 3.7429 2.0471 1.3425
F 1.6932 2.1484 1.7330
F 2.3641 3.1582 -0.0243
S 2.4996 0.3936 -0.3963
O 3.7628 0.2236 -1.1325
O 2.1652 -0.6002 0.6330
N 1.1457 0.4953 -1.3170
S 1.7336 1.1949 -2.6686
O 2.2814 2.5294 -2.4423
O 2.4971 0.2893 -3.5132
C 0.0572 1.4290 -3.5813
F -0.5716 0.2576 -3.6309
F -0.6664 2.3302 -2.9949
F 0.3381 1.7688 -4.8605
C -0.9359 -3.8179 0.4669
F -1.5994 -3.8130 -0.7164
F -0.8436 -5.0347 0.9710
F 0.3013 -3.5359 0.2642
S -1.7252 -2.6517 1.8192
O -3.0893 -3.1759 1.9978
O -0.8950 -2.7526 3.0030
N -1.5779 -1.0467 1.0699
S -2.5163 -0.2569 1.9675
O -3.8012 0.0658 1.4111
O -2.3824 -0.4714 3.4313
C -1.7064 1.4755 1.7697
F -1.8834 1.9272 0.4727
F -2.3232 2.3599 2.5664
F -0.3790 1.4433 2.0222

Cartesian forces, eV/Å:
-3.9 -4.2 -1.1
-0.5 -1.4 0.5
0.7 0.4 -0.9
0.4 -0.4 -1.0
0.7 0.2 0.2
1.5 -0.7 1.6
-2.2 0.7 1.8
0.6 1.1 -0.9
10.7 6.8 -6.0
1.0 1.1 -2.2
-1.0 -1.2 -0.7
-1.3 0.7 0.5
2.7 -0.8 -0.6
-0.6 -0.2 0.3
-0.9 0.7 0.2
-0.3 0.2 0.8
-1.0 0.0 0.6
0.2 0.0 1.0
-1.6 -0.8 0.3
2.2 2.0 -1.0
-1.0 -0.8 1.4
1.9 1.1 -1.3
0.1 -0.1 -1.9
-5.0 -7.6 6.3
-1.7 4.8 4.5
-0.2 -0.7 0.0
-0.5 0.2 -2.7
-0.5 -0.5 -0.3
0.5 -0.4 0.9
0.7 -0.5 -0.3
-1.6 0.1 -0.1

---

No. 5
This record from the OMol25 dataset describes a cluster of 2 separate species, C9H20Cl3FO2PS in total. The level of theory is ωB97M-V with the def2-TZVPD basis set.

Summary:
- total charge = +1
- DFT total energy (hartree) = -2725.0278

CARTESIAN COORDINATES (ANGSTROEM)
C 3.5267 0.9882 0.4341
C 3.0285 2.2264 -0.3586
C 1.5676 2.5449 0.0472
C 0.5360 2.2328 -1.0510
C -0.9458 2.5245 -0.7032
C -1.3638 2.4168 0.7802
C -1.9576 1.0312 1.2094
P -0.7449 -0.2792 1.4956
F 0.4157 0.1207 2.4204
S -1.7867 -1.7829 2.5100
C -0.2034 -0.9987 -0.1214
O -0.5447 -2.3581 -0.2884
O -0.6573 -2.5572 -1.6786
H 4.5301 0.6753 0.1444
H 2.7941 0.1770 0.3154
H 3.5138 1.2514 1.4983
H 3.1234 2.0386 -1.4316
H 3.6487 3.0605 -0.0212
H 1.4507 3.5829 0.3794
H 1.3436 1.9223 0.9293
H 0.7918 2.8738 -1.9048
H 0.7204 1.2141 -1.4174
H -1.5546 1.7877 -1.2515
H -1.2485 3.4904 -1.1122
H -0.6067 2.7217 1.5064
H -2.2022 3.1093 0.9176
H -2.4246 1.2149 2.1884
H -2.7728 0.7058 0.5521
H -0.8275 -2.2909 3.3263
H -0.7387 -0.4217 -0.8929
H 0.8698 -0.8063 -0.2861
H 0.0859 -2.0880 -2.0990
C -2.2517 -5.9536 -1.2210
Cl -1.3884 -6.8321 -2.4826
Cl -3.9929 -6.1948 -1.3728
Cl -1.6905 -6.4499 0.3804
H -2.0436 -4.8978 -1.3407

Cartesian forces, eV/Å:
-0.6 0.6 -0.1
-0.1 -0.4 1.0
-0.3 -0.4 -0.1
0.5 0.7 -0.1
0.2 -0.9 0.0
-0.6 -0.1 -0.4
0.7 1.1 0.8
-1.8 -1.9 -0.1
0.2 0.4 -0.4
0.0 0.3 0.0
0.4 0.7 -0.4
0.5 0.5 0.9
-0.5 -0.1 -0.8
-0.2 -0.1 0.0
0.4 -0.1 -0.1
0.2 -0.2 -0.1
0.0 0.3 0.1
0.1 0.0 -0.6
0.1 -0.1 -0.1
0.0 0.2 0.0
-0.1 -0.2 0.0
-0.2 0.1 0.1
0.0 0.3 0.0
0.2 0.0 0.3
0.0 0.0 -0.2
0.1 -0.1 0.1
0.1 -0.4 0.0
0.4 -0.3 -0.1
0.1 0.4 -0.5
0.0 0.1 0.3
-0.1 -0.1 0.2
0.2 -0.4 0.2
0.0 -0.1 -0.1
0.0 0.1 0.0
0.0 0.1 0.0
0.0 0.1 0.0
0.0 0.0 0.0

---

No. 6
This record from the OMol25 dataset describes a structure of composition C42H48BBrF4N8NaO4P2. The level of theory is ωB97M-V with the def2-TZVPD basis set.

Summary:
- expectation value of S² = 0.755
- spin multiplicity = 2
- total charge = 0
- energy relative to the best compared isomer or geometry (same formula, charge and spin) (kJ/mol) = 0.0
- DFT total energy (hartree) = -6211.8895

CARTESIAN COORDINATES (ANGSTROEM)
Na -0.1915 0.0113 0.8031
C -0.8750 4.4146 -1.2181
C 0.1591 4.2485 -0.1500
C 1.0534 5.2363 0.2953
C 1.7604 4.6278 1.3041
N 1.2936 3.3700 1.4488
N 0.3232 3.1161 0.5294
B 1.9407 2.2433 2.3030
N 2.7241 1.3251 1.3282
C 3.9013 1.6362 0.7627
C 4.2030 0.6756 -0.1767
C 3.1209 -0.2134 -0.1208
C 2.8966 -1.4244 -0.9670
N 2.2239 0.1869 0.7807
N 0.9201 1.4689 3.1724
C 1.1001 1.1304 4.4670
C -0.0415 0.5075 4.9151
C -0.9000 0.5023 3.8023
C -2.2957 -0.0272 3.7008
N -0.3133 1.0784 2.7601
N 2.9225 2.9002 3.2953
C 2.6107 3.8825 4.1739
C 3.6345 3.9886 5.0797
C 4.5550 2.9919 4.6840
C 5.8671 2.6349 5.3030
N 4.1138 2.3365 3.6233
H -0.7949 5.4100 -1.6561
H -1.8857 4.3127 -0.8170
H -0.7561 3.6857 -2.0200
H 1.1518 6.2492 -0.0606
H 2.5626 5.0026 1.9166
H 4.4501 2.5041 1.0860
H 5.0786 0.6134 -0.8021
H 3.5506 -2.2509 -0.6765
H 3.1047 -1.2053 -2.0175
H 1.8661 -1.7751 -0.8839
H 2.0252 1.3529 4.9742
H -0.2341 0.1168 5.9005
H -2.4687 -0.7966 4.4541
H -2.4838 -0.4599 2.7170
H -3.0260 0.7684 3.8647
H 1.6769 4.4183 4.0996
H 3.7140 4.6825 5.9012
H 6.4850 3.5207 5.4579
H 6.4054 1.9461 4.6536
H 5.7341 2.1560 6.2751
F -6.1257 -0.6327 -3.5036
C -4.8120 -0.7008 -3.3546
C -4.0776 -1.5958 -4.1021
F -4.6826 -2.3867 -4.9793
C -2.7059 -1.6670 -3.9228
F -2.0524 -2.5541 -4.6757
C -2.0389 -0.8595 -3.0174
P -0.2621 -0.9899 -2.6726
C 0.7015 -2.0911 -3.7418
C 0.4763 -3.4695 -3.8123
C 1.3075 -4.2809 -4.5609
C 2.3944 -3.7398 -5.2373
C 2.6378 -2.3797 -5.1643
C 1.7975 -1.5579 -4.4247
C 0.3198 0.6699 -3.2191
C 1.1813 1.4139 -2.4260
C 1.6597 2.6389 -2.8767
C 1.2633 3.1262 -4.1114
C 0.3792 2.3955 -4.9009
C -0.0933 1.1719 -4.4566
C -2.8013 0.0671 -2.2826
Br -2.0320 1.3170 -1.1052
C -4.1696 0.1297 -2.4490
F -4.9144 0.9864 -1.7594
H -0.3504 -3.9039 -3.2779
H 1.1099 -5.3438 -4.6126
H 3.0492 -4.3795 -5.8155
H 3.4860 -1.9471 -5.6793
H 2.0161 -0.5011 -4.3765
H 1.4834 1.0644 -1.4470
H 2.3196 3.2147 -2.2397
H 1.6281 4.0857 -4.4569
H 0.0618 2.7809 -5.8619
H -0.7713 0.5987 -5.0806
C -2.9741 -5.1258 -1.6143
C -3.2654 -4.2887 -0.3811
C -3.9351 -5.1135 0.7034
C -4.0989 -3.0645 -0.7229
O -1.9743 -3.9039 0.1900
P -1.1627 -2.5635 0.0140
O -1.8783 -1.3347 0.4241
O -0.6095 -2.5292 -1.4344
O 0.0465 -2.7441 1.0101
C 0.8628 -3.9183 1.3605
C 2.0640 -3.3233 2.0711
C 0.0636 -4.7867 2.3201
C 1.2527 -4.6832 0.1067
H -3.9051 -5.4116 -2.1073
H -2.4294 -6.0319 -1.3438
H -2.3720 -4.5555 -2.3199
H -4.8787 -5.5212 0.3356
H -4.1386 -4.4962 1.5792
H -3.2918 -5.9426 1.0006
H -5.0858 -3.3896 -1.0593
H -3.6373 -2.4894 -1.5282
H -4.2158 -2.4168 0.1452
H 1.7372 -2.7684 2.9519
H 2.6034 -2.6333 1.4255
H 2.7411 -4.1181 2.3898
H -0.2826 -4.1872 3.1632
H 0.7050 -5.5819 2.7046
H -0.7961 -5.2373 1.8284
H 1.8136 -4.0576 -0.5878
H 0.3720 -5.0727 -0.4066
H 1.8789 -5.5308 0.3919

Cartesian forces, eV/Å:
0.4 0.4 0.1
0.0 0.0 0.0
0.0 0.0 0.0
0.0 0.0 0.0
0.0 0.0 0.0
0.0 -0.1 -0.1
0.0 0.1 0.1
0.0 0.0 0.0
0.1 -0.1 0.0
0.0 0.0 0.0
0.0 0.0 0.0
-0.1 0.0 0.0
0.0 0.0 0.0
0.0 0.1 0.0
-0.1 0.0 0.0
0.0 0.0 0.0
0.0 0.0 0.0
0.0 0.0 0.0
0.0 0.0 0.0
0.1 0.1 0.3
0.0 -0.1 0.0
0.0 0.0 0.0
0.0 0.0 0.0
0.0 0.0 0.0
0.0 0.0 0.0
-0.1 0.1 0.0
0.0 0.0 0.0
0.0 0.0 0.0
0.0 0.0 0.0
0.0 0.0 0.0
0.0 0.0 0.0
0.0 0.0 0.0
0.0 0.0 0.0
0.0 0.0 0.0
0.0 0.0 0.1
0.0 0.0 0.0
0.0 0.0 0.0
0.0 0.0 0.0
0.0 0.0 0.0
0.0 0.0 0.0
0.0 0.0 0.0
0.0 0.0 0.0
0.0 0.0 0.0
0.0 0.0 0.0
0.0 0.0 0.0
0.0 0.0 0.0
-0.2 0.0 0.0
0.1 0.0 0.0
0.1 0.1 0.1
-0.1 -0.1 -0.1
-0.1 0.0 0.0
0.0 -0.1 0.0
0.0 0.1 0.0
0.3 -0.2 0.3
0.0 0.0 0.0
0.0 0.0 0.0
0.0 0.0 0.0
0.0 0.0 0.0
0.0 0.0 0.0
0.0 0.0 0.0
-0.1 0.1 -0.2
0.1 0.0 0.0
0.0 0.0 0.0
0.0 0.0 0.0
0.0 0.0 0.0
0.0 0.0 0.0
0.1 0.0 0.0
-0.2 0.0 -0.1
0.0 0.0 -0.1
0.0 0.0 0.0
-0.1 0.0 0.1
0.0 0.0 0.0
0.0 0.0 0.0
0.0 0.0 0.0
0.0 0.0 0.0
0.0 0.0 0.0
0.0 0.0 0.0
0.0 0.0 0.0
0.0 0.0 0.0
0.0 0.0 0.0
0.0 0.0 0.0
0.0 0.1 0.0
0.0 0.0 0.0
-0.1 0.0 0.0
0.0 -0.1 0.0
-0.1 -0.2 0.2
-0.2 -0.2 -0.2
-0.1 -0.1 -0.3
0.1 -0.1 0.0
-0.1 0.1 0.0
0.1 0.0 0.0
0.0 0.0 0.0
0.0 0.0 0.0
0.0 0.0 0.0
0.0 0.0 0.0
0.0 0.1 -0.1
0.0 0.0 0.0
0.0 0.0 0.0
0.0 0.0 0.0
0.0 0.0 0.0
0.0 0.0 0.1
0.0 0.0 0.0
0.0 0.0 0.0
0.0 0.0 0.0
0.0 0.0 0.0
0.0 0.0 0.0
0.0 0.0 0.0
0.0 0.0 0.0
0.0 0.0 0.0
0.0 0.0 0.0
0.0 0.0 0.0

---

Taking the records one at a time from the top gives strongest force on any atom values of 0.44, 6.32, 0.86, 13.97, 2.67, 0.58 eV/Å.